142
Properties=species:S:1:pos:R:3:lowdin_charge:R:1 method="wB97M-V/def2-TZVPD" lumo_energy_ev=-0.772 charge=0 total_energy_ha=-4022.895766 homo_energy_ev=-9.54
O -6.27730 0.93768 -0.57685 0.07
N -5.47789 1.77351 -0.15810 -0.30
O -4.51698 2.17500 -0.77988 0.06
C -5.72979 2.44831 1.23596 -0.13
C -5.02676 3.51376 1.61486 -0.01
C -5.39399 4.13349 2.84013 -0.06
C -6.57092 3.82617 3.44992 -0.08
C -7.27072 2.70354 3.04249 -0.04
C -6.84801 1.97202 1.91189 0.01
H -4.13855 3.78272 1.07943 0.12
H -4.78024 4.92211 3.17975 0.10
H -6.75379 4.30219 4.40181 0.11
H -8.14664 2.36784 3.55628 0.10
H -7.42084 1.19969 1.52811 0.09
O 0.27730 -0.72213 6.91873 0.09
N 0.15978 -0.28668 5.78523 -0.31
O -0.81825 0.31323 5.35888 0.08
C 1.23356 -0.56019 4.84586 -0.16
C 2.57213 -0.52458 5.31959 0.00
C 3.53616 -1.09440 4.51311 -0.08
C 3.27376 -1.59108 3.22667 -0.05
C 1.97510 -1.35428 2.71516 -0.04
C 0.95932 -0.81687 3.54167 -0.03
H 2.90393 -0.10832 6.27773 0.12
H 4.53923 -1.34708 4.86419 0.11
H 4.02597 -2.05646 2.59846 0.09
H 1.76036 -1.70063 1.68432 0.11
H -0.05603 -0.73621 3.21379 0.11
O 2.17260 -7.77527 -5.51163 0.08
N 2.57956 -8.23878 -4.47536 -0.35
O 2.92133 -9.39660 -4.29416 0.05
C 2.67021 -7.30539 -3.27550 -0.13
C 3.15036 -7.85826 -2.12658 -0.05
C 3.32362 -7.10991 -0.98744 -0.05
C 3.02219 -5.73696 -1.08853 -0.06
C 2.62578 -5.18388 -2.28596 -0.07
C 2.42089 -5.92343 -3.44972 0.03
H 3.51821 -8.88334 -2.31808 0.13
H 3.78948 -7.58709 -0.15211 0.10
H 3.09724 -5.10230 -0.26757 0.08
H 2.39902 -4.07861 -2.33876 0.09
H 2.04682 -5.49609 -4.35543 0.11
O -2.71535 0.63151 2.17453 0.10
N -2.46112 1.68091 2.65334 -0.34
O -1.80515 2.51541 2.03712 0.05
C -2.88308 2.04242 4.02250 -0.12
C -2.27067 3.24798 4.52180 0.01
C -2.86054 3.71477 5.67845 -0.09
C -3.78488 2.98223 6.42758 -0.05
C -4.11844 1.65911 6.02231 -0.06
C -3.73908 1.21478 4.79038 -0.02
H -1.56130 3.91370 4.04716 0.11
H -2.70051 4.78760 5.94308 0.12
H -4.14938 3.35876 7.37516 0.10
H -4.77422 1.03779 6.57040 0.09
H -3.92864 0.23983 4.38214 0.11
O 2.17689 -0.34009 -3.33777 0.06
N 1.71347 -1.05606 -2.47857 -0.32
O 2.24737 -2.05638 -2.12174 0.08
C 0.45831 -0.58892 -1.89063 -0.15
C -0.05065 0.61179 -2.36653 0.02
C -1.27414 0.99215 -1.78131 -0.05
C -1.88378 0.27991 -0.75861 -0.05
C -1.23208 -0.86736 -0.25936 -0.04
C -0.02864 -1.28274 -0.80881 0.00
H 0.40569 1.07347 -3.23264 0.10
H -1.80646 1.83101 -2.20451 0.10
H -2.87785 0.53348 -0.38478 0.08
H -1.75157 -1.28530 0.54248 0.08
H 0.51831 -2.15333 -0.49303 0.11
O 3.82509 3.56410 -5.16281 0.10
C 2.98626 4.01976 -4.42495 -0.46
C 2.37532 3.32783 -3.20525 -0.09
C 1.03483 3.98532 -3.11719 -0.16
C 1.38736 5.46019 -3.54975 -0.11
O 2.44075 5.26755 -4.53793 0.01
H 2.52145 2.24931 -3.17549 0.10
H 2.96111 3.68469 -2.34211 0.14
H 0.26775 3.67377 -3.75698 0.09
H 0.61035 3.97633 -2.09105 0.10
H 0.52542 6.03164 -3.98339 0.14
H 1.78869 6.03955 -2.71351 0.12
O -1.41704 1.04711 -5.32992 0.13
C -2.51355 0.72126 -5.06017 -0.47
C -3.32501 -0.53584 -5.47873 -0.05
C -4.41497 -0.62421 -4.37886 -0.13
C -4.51754 0.82570 -3.91615 -0.16
O -3.34201 1.52794 -4.32361 0.01
H -3.73405 -0.36406 -6.47204 0.12
H -2.64556 -1.36809 -5.57393 0.11
H -5.35925 -1.03480 -4.67164 0.10
H -4.05804 -1.31521 -3.63272 0.11
H -5.40299 1.28457 -4.30932 0.12
H -4.64088 0.89839 -2.83013 0.09
O 0.98855 4.66083 0.00547 0.11
C 1.01591 3.92334 0.93634 -0.48
C 1.62643 2.51961 0.91159 -0.05
C 1.58408 2.13905 2.40110 -0.14
C 1.51752 3.51469 3.12517 -0.12
O 0.74065 4.36549 2.21298 -0.01
H 1.06359 1.93914 0.20223 0.11
H 2.68081 2.71715 0.58363 0.15
H 0.63303 1.69596 2.62705 0.08
H 2.47505 1.46491 2.53241 0.13
H 1.05926 3.43492 4.15659 0.13
H 2.47293 3.99937 3.15336 0.11
O 3.06975 -2.82746 -5.13926 0.09
C 2.83980 -1.83081 -5.78722 -0.53
C 1.59901 -1.56728 -6.59402 -0.07
C 1.69619 -0.05303 -6.98993 -0.11
C 3.00888 0.42356 -6.28687 -0.11
O 3.68185 -0.81502 -5.89766 0.02
H 1.60668 -2.22990 -7.45414 0.12
H 0.60955 -1.78883 -6.11838 0.13
H 1.82858 0.06767 -8.06996 0.11
H 0.77531 0.44889 -6.64443 0.09
H 3.66945 0.96194 -6.93943 0.11
H 2.82828 1.07176 -5.37743 0.11
O 4.64181 -0.99243 0.48112 0.10
C 5.05017 -0.75516 -0.61809 -0.50
C 5.70613 -1.70627 -1.62626 -0.05
C 5.72483 -0.84916 -2.85533 -0.15
C 5.80680 0.56260 -2.29748 -0.10
O 5.01067 0.49760 -1.05940 0.03
H 6.67420 -1.88148 -1.21910 0.12
H 5.19243 -2.63925 -1.81914 0.12
H 6.46892 -1.05720 -3.59955 0.12
H 4.79357 -0.94824 -3.31834 0.07
H 6.77639 0.82108 -1.98358 0.10
H 5.42116 1.36102 -2.99934 0.14
O -2.51016 -1.98212 4.20879 0.13
C -2.13748 -2.33598 5.27457 -0.50
C -2.64251 -1.88246 6.62704 -0.10
C -2.34261 -3.03509 7.57067 -0.15
C -1.11994 -3.67352 6.90713 -0.15
O -1.15998 -3.27289 5.49849 0.01
H -2.06451 -1.02561 7.00332 0.10
H -3.70725 -1.62833 6.48982 0.13
H -2.15159 -2.72485 8.64009 0.14
H -3.07549 -3.81271 7.51128 0.10
H -0.09373 -3.39829 7.31269 0.14
H -1.27623 -4.73476 7.02661 0.11